{
  "formula": "C25H34N2O8Ti",
  "method": "ωB97M-V with the def2-TZVPD basis set",
  "elements": ["Ti", "C", "O", "C", "C", "O", "C", "C", "O", "C", "H", "H", "H", "H", "H", "H", "H", "H", "H", "H", "H", "H", "H", "H", "O", "C", "O", "C", "C", "C", "C", "C", "N", "C", "O", "O", "H", "H", "H", "C", "C", "O", "C", "C", "C", "C", "C", "C", "H", "H", "H", "H", "H", "H", "H", "H", "C", "C", "C", "C", "N", "H", "H", "H", "H", "H", "H", "H", "H", "H"],
  "coordinates": [[0.421, -0.116, -0.197], [1.521, 1.088, -4.400], [2.092, 0.145, -3.528], [2.007, -1.183, -3.960], [0.615, -1.793, -3.931], [0.254, -2.161, -2.616], [-1.105, -2.509, -2.472], [-1.925, -1.292, -2.103], [-1.638, -0.861, -0.787], [-2.460, -1.431, 0.221], [1.954, 1.004, -5.412], [0.432, 0.996, -4.470], [1.730, 2.072, -3.994], [2.383, -1.263, -4.995], [2.651, -1.758, -3.293], [-0.117, -1.097, -4.359], [0.615, -2.695, -4.567], [-1.508, -2.968, -3.387], [-1.152, -3.254, -1.674], [-1.656, -0.454, -2.750], [-3.001, -1.488, -2.202], [-3.499, -1.137, 0.043], [-2.376, -2.523, 0.228], [-2.110, -1.045, 1.173], [-0.387, 3.382, -2.288], [0.122, 2.401, -1.732], [-0.340, 1.195, -1.779], [1.447, 2.502, -1.023], [2.360, 3.492, -1.276], [3.727, 3.273, -0.998], [4.121, 1.943, -0.742], [3.161, 0.996, -0.506], [1.838, 1.350, -0.366], [3.324, -0.479, -0.718], [4.426, -1.033, -0.785], [2.184, -1.066, -0.886], [2.014, 4.386, -1.783], [4.462, 4.044, -1.196], [5.151, 1.618, -0.831], [-2.799, 2.107, 0.041], [-1.915, 1.688, 1.191], [-0.730, 1.272, 0.945], [-2.388, 1.738, 2.527], [-1.567, 1.251, 3.591], [-2.008, 1.256, 4.893], [-3.279, 1.747, 5.236], [-4.093, 2.242, 4.210], [-3.672, 2.245, 2.896], [-2.377, 1.716, -0.885], [-2.830, 3.198, -0.054], [-3.828, 1.757, 0.168], [-0.589, 0.870, 3.328], [-1.355, 0.867, 5.669], [-3.617, 1.749, 6.265], [-5.077, 2.637, 4.449], [-4.327, 2.649, 2.132], [2.022, -1.427, 2.917], [0.904, -2.118, 2.122], [-0.232, -2.510, 3.079], [1.469, -3.377, 1.448], [0.433, -1.227, 1.109], [2.436, -2.084, 3.692], [1.629, -0.524, 3.390], [2.823, -1.133, 2.238], [0.128, -3.158, 3.886], [-1.014, -3.046, 2.532], [-0.679, -1.616, 3.517], [1.838, -4.099, 2.186], [2.274, -3.093, 0.768], [0.684, -3.858, 0.856]],
  "forces_ev_per_angstrom": [[-0.1, -0.1, 0.4], [0.0, -0.1, -0.1], [0.0, 0.1, -0.1], [0.0, -0.1, 0.1], [0.0, 0.0, -0.1], [-0.1, 0.0, 0.1], [0.0, 0.0, 0.0], [-0.1, 0.2, -0.2], [0.0, -0.1, 0.0], [0.0, 0.0, 0.0], [0.0, 0.0, 0.0], [0.0, 0.0, 0.0], [0.1, 0.1, 0.1], [0.0, 0.0, 0.0], [0.0, 0.0, 0.0], [0.0, 0.1, 0.0], [0.0, 0.0, 0.0], [0.1, 0.0, 0.0], [0.0, 0.0, 0.0], [0.0, 0.0, 0.0], [0.0, 0.0, 0.0], [0.0, 0.0, 0.0], [0.0, 0.0, 0.0], [0.0, 0.0, 0.0], [0.0, -0.1, 0.1], [0.1, 0.1, -0.1], [0.1, 0.0, -0.3], [0.0, 0.0, 0.0], [0.0, 0.0, 0.0], [0.0, 0.0, 0.0], [0.0, 0.0, 0.0], [0.0, 0.0, 0.0], [-0.2, 0.0, -0.1], [-0.1, 0.0, 0.0], [0.0, 0.0, 0.0], [0.0, 0.0, 0.2], [0.0, 0.0, 0.0], [0.0, 0.0, 0.0], [0.0, 0.0, 0.0], [0.0, 0.0, -0.1], [-0.1, -0.1, 0.0], [0.2, 0.0, -0.1], [0.0, 0.0, 0.0], [0.0, 0.0, 0.0], [0.0, 0.0, 0.0], [0.0, 0.0, 0.0], [0.0, 0.0, 0.0], [0.0, 0.0, 0.0], [0.0, 0.0, 0.0], [0.0, 0.0, 0.0], [0.0, 0.0, 0.0], [0.0, 0.0, 0.0], [0.0, 0.0, 0.0], [0.0, 0.0, 0.0], [0.0, 0.0, 0.0], [0.0, 0.0, 0.0], [0.0, 0.0, 0.0], [0.0, -0.1, -0.1], [0.0, 0.0, 0.0], [0.0, 0.0, 0.0], [0.2, 0.1, 0.0], [0.0, 0.0, 0.0], [0.0, 0.0, 0.0], [0.0, 0.0, 0.0], [0.0, 0.0, 0.0], [0.0, 0.0, 0.0], [0.0, 0.0, 0.0], [0.0, 0.0, 0.0], [0.0, 0.0, 0.0], [0.0, 0.0, 0.0]],
  "lowdin_charge": [1.091, -0.101, -0.164, -0.199, -0.191, -0.132, -0.186, -0.178, -0.288, -0.073, 0.083, 0.082, 0.089, 0.118, 0.129, 0.117, 0.122, 0.123, 0.125, 0.121, 0.129, 0.096, 0.089, 0.077, -0.014, -0.620, -0.152, -0.206, -0.064, -0.119, -0.060, -0.211, -0.003, -0.604, -0.016, -0.144, 0.099, 0.061, 0.098, -0.028, -0.410, -0.147, -0.185, -0.048, -0.137, -0.163, -0.157, -0.073, 0.059, 0.086, 0.062, 0.092, 0.084, 0.064, 0.077, 0.081, -0.050, -0.714, -0.068, -0.059, -0.106, 0.068, 0.072, 0.078, 0.067, 0.063, 0.062, 0.067, 0.072, 0.068],
  "multiplicity": 3,
  "gap_ev": [3.92, 6.45],
  "e_lumo_ev": [4.6, 4.6],
  "de_lowest_kj_mol": 49.92,
  "energy_ev": -68953.6941,
  "charge": -2
}



{
  "formula": "C20H66N6O13",
  "method": "ωB97M-V with the def2-TZVPD basis set",
  "elements": ["C", "C", "O", "H", "H", "H", "H", "H", "H", "C", "C", "O", "H", "H", "H", "H", "H", "H", "C", "C", "O", "H", "H", "H", "H", "H", "H", "C", "C", "O", "H", "H", "H", "H", "H", "H", "C", "C", "O", "H", "H", "H", "H", "H", "H", "C", "C", "O", "H", "H", "H", "H", "H", "H", "C", "C", "O", "H", "H", "H", "H", "H", "H", "C", "O", "N", "N", "H", "H", "H", "H", "C", "O", "N", "N", "H", "H", "H", "H", "C", "O", "N", "N", "H", "H", "H", "H", "C", "O", "H", "H", "H", "H", "C", "O", "H", "H", "H", "H", "C", "O", "H", "H", "H", "H"],
  "coordinates": [[-1.227, 3.085, -2.603], [0.091, 2.382, -2.933], [-0.091, 1.116, -3.628], [-1.988, 2.736, -3.276], [-1.129, 4.188, -2.651], [-1.686, 2.662, -1.596], [0.697, 2.352, -2.034], [0.710, 2.877, -3.628], [0.728, 0.735, -3.999], [2.418, -1.940, 1.540], [1.067, -1.879, 2.187], [0.053, -2.376, 1.345], [2.928, -2.865, 1.620], [2.983, -1.244, 2.020], [2.367, -1.549, 0.572], [0.694, -0.927, 2.490], [1.204, -2.386, 3.121], [-0.248, -1.674, 0.745], [3.526, 2.035, -2.256], [3.343, 0.577, -2.586], [3.528, -0.242, -1.391], [2.863, 2.303, -1.463], [3.259, 2.623, -3.187], [4.579, 2.276, -2.002], [3.998, 0.275, -3.408], [2.295, 0.462, -2.766], [2.910, 0.044, -0.713], [5.145, 0.022, 1.627], [4.332, 1.267, 1.592], [4.806, 2.099, 2.650], [6.167, 0.269, 1.344], [4.827, -0.691, 0.891], [5.241, -0.471, 2.560], [3.257, 1.220, 1.690], [4.496, 1.630, 0.592], [4.350, 2.911, 2.661], [-3.100, -2.883, 0.348], [-3.319, -3.068, -1.129], [-1.993, -3.100, -1.667], [-2.472, -3.654, 0.762], [-4.044, -2.764, 0.824], [-2.658, -1.936, 0.603], [-3.838, -2.118, -1.504], [-3.846, -3.915, -1.372], [-2.137, -2.831, -2.591], [-1.442, 3.075, 3.063], [-0.225, 3.528, 3.828], [0.808, 2.736, 3.119], [-1.352, 3.540, 2.143], [-2.372, 3.531, 3.462], [-1.587, 1.974, 3.025], [-0.365, 3.255, 4.831], [0.115, 4.556, 3.802], [0.984, 1.980, 3.661], [-2.080, -0.827, 3.553], [-2.725, -0.217, 4.779], [-1.679, -0.105, 5.744], [-2.932, -1.244, 2.991], [-1.474, -1.740, 3.758], [-1.542, -0.098, 2.992], [-3.443, -0.987, 5.167], [-3.189, 0.701, 4.525], [-2.092, -0.446, 6.567], [1.174, -1.776, -3.739], [1.481, -0.655, -4.592], [0.315, -2.687, -4.091], [1.791, -2.018, -2.595], [-0.293, -2.447, -4.953], [-0.013, -3.590, -3.685], [2.619, -1.432, -2.244], [1.443, -2.815, -2.039], [1.301, -4.667, -1.003], [2.161, -5.211, -0.049], [1.031, -5.257, -2.164], [0.537, -3.636, -0.879], [1.469, -6.175, -2.416], [0.260, -5.243, -2.785], [0.623, -3.196, 0.082], [-0.439, -3.388, -1.330], [0.036, 0.309, -0.022], [1.330, 0.741, 0.256], [-0.381, -0.684, -0.779], [-0.929, 0.969, 0.478], [0.328, -1.179, -1.223], [-1.310, -0.901, -1.102], [-0.792, 1.585, 1.268], [-1.934, 0.707, 0.250], [0.542, 4.337, -0.055], [0.680, 4.904, 1.200], [0.172, 4.959, -0.879], [-0.270, 3.578, 0.045], [1.504, 3.899, -0.386], [0.370, 4.282, 1.805], [-4.287, 0.854, 1.459], [-3.525, 0.472, 0.353], [-5.038, 0.170, 1.827], [-4.887, 1.762, 1.230], [-3.645, 1.010, 2.224], [-4.128, 0.168, -0.301], [-3.347, 0.338, -3.256], [-2.341, -0.603, -3.078], [-4.219, -0.172, -3.513], [-3.048, 0.897, -4.141], [-3.322, 1.055, -2.435], [-1.510, -0.108, -3.159]],
  "forces_ev_per_angstrom": [[-0.6, -1.4, 1.4], [-0.1, -0.8, -0.4], [-1.6, 0.7, 1.6], [-0.2, 0.3, -0.9], [-0.2, -0.7, 0.4], [1.3, 1.3, -1.5], [0.1, -0.8, 0.4], [0.4, 1.6, -0.7], [0.2, -0.4, -0.1], [-1.5, -0.1, 0.1], [0.4, 0.0, 0.0], [-0.9, -1.0, 0.7], [0.1, -1.1, -0.2], [1.9, 2.0, 1.6], [0.0, 0.1, -1.8], [0.5, 1.3, 0.1], [-0.9, -1.1, 0.5], [0.2, -0.2, 0.4], [1.1, 0.7, -1.6], [-0.3, 0.7, 1.9], [1.5, -0.4, -1.2], [-0.3, 0.3, 0.6], [0.3, -0.4, 1.0], [-0.6, -0.1, 0.0], [-0.3, -0.5, 0.4], [-0.4, -0.1, -1.1], [-0.7, 0.5, 0.3], [0.8, -0.2, -0.6], [-0.1, 0.3, 0.5], [1.2, -1.1, -0.1], [0.1, 0.2, 0.0], [-0.3, -0.4, -0.4], [-0.3, -0.4, 1.2], [-0.4, -0.8, 0.1], [0.2, 1.0, -0.5], [-0.9, 1.4, -0.1], [-0.3, 0.2, 0.0], [1.3, 3.8, 1.2], [-0.9, 0.0, -1.7], [-0.1, -0.4, 0.3], [-1.0, -0.7, 0.7], [0.7, 0.4, -0.4], [0.5, -1.4, 0.1], [-1.3, -2.0, -0.6], [0.6, 0.2, 0.1], [-1.9, 0.9, 1.9], [0.7, -2.0, -1.6], [-0.2, 1.3, 0.8], [-0.1, 0.3, -2.5], [0.3, -0.3, 0.1], [0.4, 0.9, 0.2], [0.4, -0.5, 1.6], [-0.5, 0.3, -0.4], [0.4, -0.8, 0.3], [-1.3, -1.7, 0.0], [1.2, -2.9, 0.3], [-1.0, 0.2, 1.4], [0.4, 0.4, -0.5], [-0.2, 1.0, 0.2], [0.6, 0.3, -0.6], [0.1, 1.0, -0.4], [-0.6, 1.1, 0.1], [0.9, 0.6, -0.5], [3.7, 5.5, -2.5], [-1.7, -5.6, 3.6], [-5.3, -1.8, -4.2], [1.6, 1.2, 0.4], [1.7, -0.3, 2.0], [1.4, 1.7, 0.1], [-1.4, -1.0, -0.3], [0.6, 0.9, -0.3], [3.0, -5.0, 4.4], [-4.1, 3.2, -5.2], [2.6, -5.1, -3.0], [-2.5, 3.9, 2.9], [0.1, 1.4, 1.1], [-1.2, 1.1, 0.4], [-0.4, -0.5, -1.0], [2.4, -1.4, 1.0], [6.7, 3.0, 0.9], [-5.2, -3.0, -1.8], [0.6, -1.3, -0.8], [-4.5, 2.1, 2.0], [1.4, -0.9, -1.3], [-0.3, 0.5, 0.2], [0.4, 0.1, -0.5], [1.8, 0.5, 0.6], [-0.6, -1.8, -0.9], [0.7, 2.9, -0.8], [0.2, 0.7, 0.6], [0.9, -0.1, -0.6], [-0.6, -0.1, 0.1], [-0.3, -1.5, 1.4], [-2.8, 1.1, -1.4], [-0.2, -0.5, 0.0], [0.0, -1.0, -0.3], [0.6, -0.2, 0.2], [2.0, 0.8, 2.4], [-0.5, -0.4, -1.2], [1.9, 1.4, -0.8], [0.7, -1.3, 0.7], [-1.8, -0.5, 0.2], [-0.4, 0.5, -0.2], [-0.9, -0.1, 0.2], [0.7, 0.1, -0.3]],
  "lowdin_charge": [-0.074, -0.268, -0.120, 0.035, 0.081, 0.094, 0.069, 0.098, 0.022, -0.050, -0.267, -0.112, 0.087, 0.027, 0.041, 0.089, 0.115, 0.031, -0.084, -0.268, -0.126, 0.031, 0.099, 0.087, 0.133, 0.056, 0.021, -0.093, -0.309, -0.056, 0.086, 0.055, 0.067, 0.087, 0.092, 0.051, -0.074, -0.241, -0.136, 0.091, 0.072, 0.038, 0.129, 0.090, 0.082, -0.084, -0.220, -0.090, 0.034, 0.100, 0.061, 0.096, 0.121, 0.076, -0.092, -0.312, -0.086, 0.071, 0.103, 0.031, 0.130, 0.082, 0.096, -0.531, -0.175, 0.152, 0.172, 0.168, 0.096, 0.108, 0.043, -0.599, -0.113, 0.135, 0.094, 0.141, 0.074, 0.085, 0.115, -0.565, -0.091, 0.205, 0.202, 0.060, 0.097, 0.075, 0.091, -0.164, -0.082, 0.074, 0.063, 0.084, -0.030, -0.114, -0.121, 0.094, 0.110, 0.015, 0.077, -0.152, -0.154, 0.068, 0.088, 0.070, 0.042],
  "gap_ev": 8.85,
  "e_lumo_ev": -0.1,
  "de_lowest_kj_mol": 201.06,
  "energy_ev": -57362.1751
}